Version 1
{"formula": "C11H16N2", "method": "ωB97M-V/def2-TZVPD", "molar_mass_da": 176.3, "gap_ev": 9.54, "multiplicity": 1, "species": ["N", "N", "C", "C", "C", "C", "C", "C", "C", "C", "C", "C", "C", "H", "H", "H", "H", "H", "H", "H", "H", "H", "H", "H", "H", "H", "H", "H", "H"], "xyz": [[-1.05711, 2.60006, 1.10630], [1.15235, -1.21631, -2.01780], [-0.10165, 1.67020, 0.85137], [-2.40823, 0.92539, 2.20694], [0.72061, -0.78690, 0.85510], [0.02410, -1.90304, -0.00384], [-1.43614, -0.02794, 1.90197], [-0.14083, -1.52801, -1.50906], [-2.17002, 2.24857, 1.72350], [1.98134, -0.33595, 0.07434], [1.70850, -0.03089, -1.38196], [-0.27947, 0.32175, 1.18315], [1.19310, -1.03630, -3.45540], [1.08480, 0.88117, -1.49119], [0.65049, -2.78814, 0.06097], [1.06268, -1.11919, 1.82852], [2.67599, -1.15760, 0.04493], [-3.33473, 0.68061, 2.71198], [2.64607, 0.19485, -1.87703], [-0.82302, -0.64842, -1.54760], [-0.65379, -2.28908, -2.09155], [-2.86613, 3.02043, 1.95712], [0.76439, 2.09646, 0.39251], [0.45342, -0.26004, -3.83845], [2.48615, 0.49019, 0.59648], [2.25340, -0.67186, -3.67509], [-1.62907, -1.07559, 2.17150], [-0.93822, -2.12923, 0.46071], [0.95309, -2.01212, -3.99988]]}

Version 2
{"formula": "C11H16N2", "method": "ωB97M-V/def2-TZVPD", "molar_mass_da": 176.3, "gap_ev": 8.53, "multiplicity": 1, "species": ["N", "N", "C", "C", "C", "C", "C", "C", "C", "C", "C", "C", "C", "H", "H", "H", "H", "H", "H", "H", "H", "H", "H", "H", "H", "H", "H", "H", "H"], "xyz": [[-1.04065, 2.81288, 1.73008], [0.27219, -3.52300, 0.25538], [1.00317, -2.57057, -1.81222], [-1.22170, -0.14866, 0.90920], [-0.83047, 0.49246, -0.24844], [-1.18211, 1.94994, -0.52677], [-0.16555, -2.17409, 0.23227], [0.24643, -1.55757, -0.97238], [1.05081, 2.67853, 0.48763], [-0.09748, -0.23655, -1.19811], [1.34072, -3.62612, -0.74200], [-0.46445, 2.94721, 0.38749], [-0.87207, -1.47066, 1.19447], [2.31843, -3.37880, -0.31893], [1.53145, 2.70724, -0.49451], [-0.94665, 2.19351, -1.58664], [1.57989, 3.44328, 1.10820], [-1.12642, -1.95632, 2.13283], [1.38811, -4.63770, -1.14146], [-0.47871, 3.37085, 2.38533], [0.26004, 0.22493, -2.10574], [-1.71235, 0.47185, 1.66598], [-0.67256, 3.96794, 0.03482], [1.23887, 1.70422, 0.92160], [-1.94601, 3.27284, 1.77685], [1.90051, -2.15976, -2.24375], [0.50712, -3.88406, 1.18188], [-2.26960, 2.10562, -0.41099], [0.38904, -3.01943, -2.60208]]}

Which one is most stable, and which one is least stable? version 2 is the most stable of them, while version 1 is the least stable.

Version 1
{"formula": "ClH3NOP", "method": "ωB97M-V/def2-TZVPD", "molar_mass_da": 99.5, "gap_ev": 8.94, "multiplicity": 1, "species": ["Cl", "P", "O", "N", "H", "H", "H"], "xyz": [[4.03700, 1.12246, 0.14424], [3.48244, -0.81104, -0.61909], [3.35573, -1.68888, 0.51827], [0.23136, 0.05012, -0.12181], [0.43872, -0.87856, 0.18839], [-0.38289, 0.16879, -0.86826], [0.49576, 0.80370, 0.44424]]}

Version 2
{"formula": "ClH3NOP", "method": "ωB97M-V/def2-TZVPD", "molar_mass_da": 99.5, "gap_ev": 10.36, "multiplicity": 1, "species": ["Cl", "P", "O", "N", "H", "H", "H"], "xyz": [[-2.82602, 0.15039, 0.26863], [0.26898, -0.31577, -0.91279], [-0.22727, -0.80712, 0.38108], [1.62035, 0.51890, -0.40816], [-2.64285, -1.05736, 1.11699], [2.23241, 0.92723, -1.08522], [1.57440, 0.58374, 0.63947]]}

Which one is most stable, and which one is least stable? version 1 is the most stable of them, while version 2 is the least stable.

Version 1
{"formula": "C3H2N2O", "method": "ωB97M-V/def2-TZVPD", "molar_mass_da": 82.1, "gap_ev": 8.81, "multiplicity": 1, "species": ["O", "N", "N", "C", "C", "C", "H", "H"], "xyz": [[1.96281, 0.00289, 0.15967], [-1.39752, 0.87150, 0.19274], [-0.13768, -1.25565, -0.02309], [0.80340, -0.07970, -0.16444], [-0.07467, 1.01725, -0.15315], [-1.23296, -0.61749, -0.07673], [0.30181, 2.05443, -0.27954], [-2.23246, -1.30883, 0.18060]]}

Version 2
{"formula": "C3H2N2O", "method": "ωB97M-V/def2-TZVPD", "molar_mass_da": 82.1, "gap_ev": 8.23, "multiplicity": 1, "species": ["O", "N", "N", "C", "C", "C", "H", "H"], "xyz": [[2.45687, -0.99186, -0.34531], [1.33715, -0.62933, -0.47054], [0.51221, -0.31189, -1.34901], [0.32588, -0.21458, 0.39348], [-0.24631, 0.25439, 1.45749], [-1.16491, 0.56323, 0.37384], [-2.02873, -0.12052, 0.11601], [-1.19216, 1.45055, -0.17595]]}

Version 3
{"formula": "C3H2N2O", "method": "ωB97M-V/def2-TZVPD", "molar_mass_da": 82.1, "gap_ev": [7.80, 7.80], "multiplicity": 1, "species": ["O", "N", "N", "C", "C", "C", "H", "H"], "xyz": [[0.71492, 0.84661, 0.42380], [-0.96155, -1.29577, 2.43535], [0.08416, 1.01687, -2.02520], [-0.43691, -0.83575, 1.51042], [0.20631, -0.31015, 0.34044], [-0.85278, 0.43008, -1.62113], [0.84180, 1.12949, -0.57753], [0.40406, -0.98137, -0.48615]]}

Which one is most stable, and which one is least stable? version 1 is the most stable of them, while version 2 is the least stable.

Version 1
{"formula": "C4H3O2S2", "method": "ωB97M-V/def2-TZVPD", "molar_mass_da": 147.2, "gap_ev": 8.08, "multiplicity": 1, "charge": -1, "species": ["S", "S", "O", "O", "C", "C", "C", "C", "H", "H", "H"], "xyz": [[-0.85137, -1.46601, -1.18120], [-1.08028, 1.64409, -1.03682], [-0.36893, 1.17595, 1.79365], [-0.85094, -0.98320, 1.71440], [2.28275, -0.51286, -0.68387], [-0.59819, 0.09078, 1.25901], [1.16984, -0.07282, -0.73854], [-0.37647, 0.12382, -0.38417], [-1.06487, 2.28416, 0.13029], [3.41896, -0.65843, -0.68264], [-1.68050, -1.62548, -0.19011]]}

Version 2
{"formula": "C4H3O2S2", "method": "ωB97M-V/def2-TZVPD", "molar_mass_da": 147.2, "gap_ev": 6.02, "multiplicity": 1, "charge": -1, "species": ["S", "S", "O", "O", "C", "C", "C", "C", "H", "H", "H"], "xyz": [[0.32987, -2.31756, 0.47356], [1.47261, 0.05682, -0.78032], [2.56515, -2.27159, -1.05535], [-1.85816, -0.83057, 1.20384], [-0.07283, 0.28417, 0.03146], [-0.71095, 1.62715, 0.01733], [-0.77450, -0.89130, 0.64079], [1.65968, -1.65523, -0.53094], [-0.33442, 2.26374, -0.98257], [-0.55316, 2.08692, 1.01638], [-1.72330, 1.64746, -0.03417]]}

Which one is most stable, and which one is least stable? version 2 is the most stable of them, while version 1 is the least stable.

Version 1
{"formula": "C2H6NO3", "method": "ωB97M-V/def2-TZVPD", "molar_mass_da": 92.1, "gap_ev": 7.85, "multiplicity": 1, "charge": -1, "species": ["O", "O", "O", "N", "C", "C", "H", "H", "H", "H", "H", "H"], "xyz": [[2.07103, 1.93193, -1.00531], [-0.99780, -0.49579, 0.61212], [-3.07689, -1.99368, 0.68347], [1.11476, -0.05781, -0.13736], [1.84698, 0.73028, -0.92792], [-0.08328, 0.46409, 0.73128], [-0.12804, 1.51586, 0.34359], [-2.17104, -1.69096, 0.35190], [0.25511, 0.48399, 1.83591], [2.11510, 0.06678, -1.79492], [0.85542, -0.95440, -0.52080], [-3.34222, -1.62252, -0.19387]]}

Version 2
{"formula": "C2H6NO3", "method": "ωB97M-V/def2-TZVPD", "molar_mass_da": 92.1, "gap_ev": 7.64, "multiplicity": 1, "charge": -1, "species": ["O", "O", "O", "N", "C", "C", "H", "H", "H", "H", "H", "H"], "xyz": [[1.40807, -2.04047, -1.65092], [-1.79279, 0.82828, 1.68213], [1.96219, -0.00642, 0.52889], [-0.17323, 0.53338, -0.09981], [-1.65996, 0.89758, 0.39937], [0.76902, 0.25177, 0.79211], [0.41884, 0.14891, 1.82132], [-2.26482, 0.16739, -0.19368], [0.85498, -1.39127, -1.19194], [-1.78089, 1.90528, -0.07077], [0.14022, 0.86036, -1.00665], [2.11836, -2.15479, -1.01004]]}

Which one is most stable, and which one is least stable? version 2 is the most stable of them, while version 1 is the least stable.

Version 1
{"formula": "C2H2IN", "method": "ωB97M-V/def2-TZVPD", "molar_mass_da": 166.9, "gap_ev": 5.55, "multiplicity": 1, "species": ["I", "N", "C", "C", "H", "H"], "xyz": [[-3.23901, 0.62667, 0.18635], [0.50724, -1.08456, 0.76273], [-0.36893, -0.67291, -0.01995], [0.82209, 0.13980, -0.21036], [0.60031, 1.13547, 0.04337], [1.67830, -0.14448, -0.76214]]}

Version 2
{"formula": "C2H2IN", "method": "ωB97M-V/def2-TZVPD", "molar_mass_da": 166.9, "gap_ev": [7.53, 7.53], "multiplicity": 1, "species": ["I", "N", "C", "C", "H", "H"], "xyz": [[3.00223, -0.44433, -0.03314], [-0.41352, 1.34186, 0.04712], [0.51266, 0.50255, 0.06783], [-0.73223, -0.18416, -0.00405], [-1.09541, -0.61733, -0.94275], [-1.27374, -0.59860, 0.86500]]}

Which one is most stable, and which one is least stable? version 2 is the most stable of them, while version 1 is the least stable.